1.
Molecular formula: C3H6N2O2
Method: DFT, the ωB97M-V functional and the def2-TZVPD basis

* LUMO: 0.8 eV
* highest occupied orbital energy: -7.8 eV
* F_max: 0.0690 Eh/bohr
* energy: -10278.99138 eV
* energy relative to the best compared isomer or geometry (same formula, charge and spin): 5.806 eV

Last column: Mulliken charge in e.
Cartesian coordinates (Å):
C 1.35 -0.22 -0.18  0.839
N -2.32 0.53 0.74  -0.393
C -1.57 -0.30 -0.04  0.017
C 2.08 0.86 -0.46  -1.001
O 0.34 -0.95 -1.15  -0.367
O 1.68 -1.12 0.78  -0.494
N -0.43 0.05 -0.50  -0.338
H 1.41 -1.99 0.47  0.359
H -2.02 1.49 0.82  0.239
H -3.30 0.36 0.82  0.221
H -1.96 -1.31 -0.21  0.347
H 1.68 1.64 -1.08  0.289
H 3.05 0.96 0.00  0.281

---

2.
Molecular formula: C3H6N2O2
Method: DFT, the ωB97M-V functional and the def2-TZVPD basis

* LUMO: 0.9 eV
* highest occupied orbital energy: -9.8 eV
* F_max: 0.0077 Eh/bohr
* energy: -10283.50567 eV
* SMILES string: [H]/N=C/OCC(N)=O
* energy relative to the best compared isomer or geometry (same formula, charge and spin): 1.292 eV

Last column: Mulliken charge in e.
Cartesian coordinates (Å):
H 1.86 0.83 -1.80  0.228
N 1.26 0.34 -1.14  -0.563
C 1.66 0.53 0.04  0.070
O 1.08 0.01 1.12  -0.346
C -0.06 -0.82 0.89  -0.436
C -1.30 0.02 0.51  0.524
N -1.69 -0.11 -0.79  -0.437
O -1.88 0.68 1.35  -0.586
H 2.52 1.14 0.35  0.377
H 0.17 -1.57 0.14  0.383
H -0.27 -1.29 1.85  0.261
H -2.41 0.54 -1.08  0.257
H -0.95 -0.29 -1.45  0.267

---

3.
Molecular formula: C3H6N2O2
Method: DFT, the ωB97M-V functional and the def2-TZVPD basis

* LUMO: 0.3 eV
* highest occupied orbital energy: -9.4 eV
* F_max: 0.2681 Eh/bohr
* energy: -10279.93792 eV
* SMILES string: C/N=C(\N)C(=O)O
* energy relative to the best compared isomer or geometry (same formula, charge and spin): 4.860 eV

Last column: Mulliken charge in e.
Cartesian coordinates (Å):
C 0.09 1.15 -1.52  -0.786
N 0.65 0.11 -0.57  -0.354
C -0.08 -0.43 0.21  0.559
N -1.42 -0.62 0.11  -0.566
C 0.63 -0.97 1.50  0.464
O -0.19 -1.74 2.06  -0.650
O 1.78 -0.96 1.75  -0.451
H -0.89 0.79 -2.18  0.248
H 1.10 1.06 -2.26  0.285
H -0.15 2.21 -1.02  0.250
H -1.99 0.28 -0.30  0.271
H -1.90 -0.74 1.00  0.307
H 2.37 -0.13 1.21  0.425

---

4.
Molecular formula: C3H6N2O2
Method: DFT, the ωB97M-V functional and the def2-TZVPD basis

* LUMO: -1.4 eV
* highest occupied orbital energy: -10.0 eV
* F_max: 0.1381 Eh/bohr
* energy: -10276.83608 eV
* energy relative to the best compared isomer or geometry (same formula, charge and spin): 7.961 eV

Last column: Mulliken charge in e.
Cartesian coordinates (Å):
C -0.05 1.09 -0.54  0.492
C 0.97 -0.47 0.62  -0.329
C -0.13 -1.51 0.49  0.133
H -2.24 1.96 0.66  0.301
H -1.13 2.72 -1.50  0.286
H -0.49 0.58 -2.18  0.194
H 1.63 -0.37 -0.21  0.329
H 1.40 -0.69 1.47  0.433
H -1.08 -0.95 0.69  0.260
N -0.91 2.29 -0.30  -0.597
N 0.06 0.27 -1.44  -0.594
O 0.41 0.83 0.70  -0.370
O -0.02 -2.81 0.52  -0.539

---

5.
Molecular formula: C3H6N2O2
Method: DFT, the ωB97M-V functional and the def2-TZVPD basis

* LUMO (alpha / beta): 0.0 / 0.0 eV
* highest occupied orbital energy (alpha / beta): -6.5 / -6.5 eV
* F_max: 0.0197 Eh/bohr
* energy: -10277.62545 eV
* energy relative to the best compared isomer or geometry (same formula, charge and spin): 7.172 eV

Last column: Mulliken charge in e.
Cartesian coordinates (Å):
C -0.36 -1.84 0.15  -0.168
C 0.66 1.74 0.14  -0.773
C -0.49 -0.43 -0.38  0.239
O -1.52 -0.03 -1.12  -0.401
N 1.01 -1.87 0.60  -0.575
N 0.41 0.33 0.15  0.209
O 1.19 -0.57 1.13  -0.232
H -1.45 0.90 -1.39  0.287
H -1.16 -1.98 0.92  0.229
H -0.49 -2.58 -0.63  0.313
H 1.61 1.95 -0.37  0.280
H 0.72 2.09 1.17  0.294
H -0.14 2.30 -0.36  0.298

---

6.
Molecular formula: C3H6N2O2S
Method: DFT, the ωB97M-V functional and the def2-TZVPD basis

* LUMO: 0.1 eV
* highest occupied orbital energy: -8.9 eV
* F_max: 0.1317 Eh/bohr
* energy: -21113.42852 eV
* SMILES string: CN(O)C(=S)/C=N/O
* energy relative to the best compared isomer or geometry (same formula, charge and spin): 6.421 eV

Last column: Mulliken charge in e.
Cartesian coordinates (Å):
C -1.05 -0.93 -0.75  -0.904
N 0.15 -1.13 -0.06  0.173
O 0.62 -2.52 -0.19  -0.448
C 0.93 -0.30 0.66  0.335
S 2.30 -0.71 1.46  -0.428
C 0.70 1.18 0.38  -0.097
N -0.48 1.72 0.28  -0.327
O -0.27 3.00 -0.12  -0.419
H -1.25 -0.08 -1.38  0.322
H -1.21 -1.80 -1.38  0.343
H -1.94 -1.02 -0.13  0.324
H 1.16 -2.64 0.80  0.325
H 1.58 1.78 0.06  0.395
H -1.23 3.42 0.35  0.407

---

7.
Molecular formula: C3H6N2O2S
Method: DFT, the ωB97M-V functional and the def2-TZVPD basis

* LUMO: 0.5 eV
* highest occupied orbital energy: -9.8 eV
* F_max: 0.0475 Eh/bohr
* energy: -21119.22702 eV
* SMILES string: NC(=O)NCC(=O)S
* energy relative to the best compared isomer or geometry (same formula, charge and spin): 0.622 eV

Last column: Mulliken charge in e.
Cartesian coordinates (Å):
N -0.59 -1.62 2.85  -0.462
C 0.30 -1.12 1.91  0.564
O 1.40 -1.63 1.64  -0.625
N -0.27 -0.13 1.15  -0.240
C 0.43 0.54 0.06  -0.850
C -0.45 0.71 -1.17  0.736
O -1.63 0.44 -1.11  -0.524
S 0.37 1.36 -2.63  -0.207
H -1.56 -1.38 2.70  0.221
H -0.45 -2.58 3.07  0.250
H -1.27 -0.04 1.05  0.265
H 1.44 0.02 -0.05  0.415
H 0.55 1.59 0.33  0.298
H 1.56 1.67 -1.99  0.160

---

8.
Molecular formula: C3H6N2O2S
Method: DFT, the ωB97M-V functional and the def2-TZVPD basis

* LUMO: 0.4 eV
* highest occupied orbital energy: -8.1 eV
* F_max: 0.0939 Eh/bohr
* energy: -21113.49594 eV
* SMILES string: CN1NOC(O)=C1S
* energy relative to the best compared isomer or geometry (same formula, charge and spin): 6.354 eV

Last column: Mulliken charge in e.
Cartesian coordinates (Å):
C 0.89 0.82 -0.40  -0.820
N 0.37 0.20 0.78  -0.102
N 0.62 -1.13 1.06  -0.259
O -0.38 -2.01 0.30  -0.320
C -1.39 -1.23 0.03  0.660
O -2.52 -1.79 -0.39  -0.479
C -1.28 0.02 0.42  -0.153
S -2.30 1.41 0.26  -0.222
H 0.16 1.73 -0.49  0.315
H 1.97 1.13 -0.11  0.288
H 1.02 0.27 -1.25  0.318
H 1.59 -1.42 0.60  0.277
H -2.45 -2.70 -0.79  0.356
H -2.36 1.51 -1.17  0.142

---

9.
Molecular formula: C3H6N2O2S
Method: DFT, the ωB97M-V functional and the def2-TZVPD basis

* spin multiplicity: 3
* LUMO (alpha / beta): 0.5 / -4.2 eV
* highest occupied orbital energy (alpha / beta): -4.2 / -9.2 eV
* F_max: 0.0952 Eh/bohr
* energy: -21111.42549 eV
* energy relative to the best compared isomer or geometry (same formula, charge and spin): 3.211 eV

Last column: Löwdin spin population.
Cartesian coordinates (Å):
C -0.44 -0.71 -0.26  0.242
C 0.79 -1.20 -1.10  0.089
C -1.02 1.12 1.34  0.027
N 1.78 -0.05 -1.09  0.091
N -0.07 0.27 0.62  0.349
O -1.51 -1.28 -0.39  0.429
O 0.71 2.24 -0.65  0.267
S 1.29 1.13 0.06  0.441
H 1.23 -2.25 -0.73  0.019
H 0.46 -1.16 -2.11  0.012
H -0.50 1.02 2.28  0.011
H -1.04 2.08 0.92  0.009
H -1.98 0.56 1.42  0.001
H 2.73 -0.37 -0.87  0.015

---

10.
Molecular formula: C3H6N2O3
Method: DFT, the ωB97M-V functional and the def2-TZVPD basis

* spin multiplicity: 2
* LUMO (alpha / beta): 4.0 / 2.3 eV
* highest occupied orbital energy (alpha / beta): -4.8 / -4.8 eV
* F_max: 0.0458 Eh/bohr
* energy: -12329.97762 eV
* charge: -1
* energy relative to the best compared isomer or geometry (same formula, charge and spin): 0.000 eV

Last column: Löwdin spin population.
Cartesian coordinates (Å):
O 1.95 1.07 0.98  0.418
C 1.30 0.11 0.49  0.069
N 0.72 -0.92 1.24  0.000
C 0.89 0.42 -0.94  0.131
N 2.00 -0.56 -0.91  0.358
C -2.55 0.15 -0.05  0.000
O -1.84 -0.84 0.32  0.000
O -2.41 0.78 -1.11  0.001
H -0.31 -1.07 1.15  0.000
H 1.22 -1.77 1.01  0.000
H -0.06 0.00 -1.26  0.017
H 1.20 1.41 -1.25  -0.001
H 2.87 -0.06 -1.10  0.007
H -3.37 0.41 0.67  0.000

---

11.
Molecular formula: C3H6N2O3
Method: DFT, the ωB97M-V functional and the def2-TZVPD basis

* LUMO: 0.7 eV
* highest occupied orbital energy: -9.4 eV
* F_max: 0.0416 Eh/bohr
* energy: -12327.10488 eV
* SMILES string: OC[C@@H]1ON=CNO1
* energy relative to the best compared isomer or geometry (same formula, charge and spin): 5.123 eV

Last column: Mulliken charge in e.
Cartesian coordinates (Å):
O 1.38 -0.89 2.20  -0.522
C 1.60 -0.68 0.81  -0.658
C 0.45 0.14 0.26  0.454
O -0.71 -0.67 0.40  -0.209
N -1.85 -0.02 -0.10  -0.478
C -1.63 0.79 -1.09  0.013
N -0.41 0.98 -1.70  -0.180
O 0.69 0.37 -1.10  -0.324
H 0.63 -1.47 2.28  0.338
H 2.50 -0.08 0.77  0.342
H 1.71 -1.61 0.23  0.302
H 0.25 1.08 0.81  0.252
H -2.50 1.31 -1.50  0.388
H -0.14 1.97 -1.83  0.282

---

12.
Molecular formula: C3H6N2O3
Method: DFT, the ωB97M-V functional and the def2-TZVPD basis

* LUMO: 0.5 eV
* highest occupied orbital energy: -9.1 eV
* F_max: 0.0697 Eh/bohr
* energy: -12326.16351 eV
* SMILES string: COC(/C=N/O)=N\O
* energy relative to the best compared isomer or geometry (same formula, charge and spin): 6.064 eV

Last column: Mulliken charge in e.
Cartesian coordinates (Å):
C -1.69 -1.16 0.35  -0.742
O -0.88 -0.72 -0.78  -0.356
C -0.04 0.24 -0.33  0.674
C 1.31 -0.28 -0.40  -0.214
N 2.17 0.58 0.04  -0.264
O 3.48 0.11 -0.02  -0.387
N -0.44 1.43 -0.15  -0.424
O -1.80 1.62 -0.20  -0.380
H -2.28 -2.02 0.02  0.268
H -2.38 -0.45 0.85  0.276
H -1.09 -1.59 1.09  0.356
H 1.53 -1.22 -0.90  0.419
H 4.02 0.92 0.20  0.383
H -1.92 2.55 0.21  0.391

---

13.
Molecular formula: C3H6N2O3S
Method: DFT, the ωB97M-V functional and the def2-TZVPD basis

* LUMO: -1.0 eV
* highest occupied orbital energy: -10.5 eV
* F_max: 0.0983 Eh/bohr
* energy: -23161.88703 eV
* energy relative to the best compared isomer or geometry (same formula, charge and spin): 4.081 eV

Last column: Mulliken charge in e.
Cartesian coordinates (Å):
C 1.25 0.52 0.19  0.603
C 1.78 1.66 -0.67  -1.005
C -1.14 -2.03 0.77  -0.782
N 0.12 -0.01 -0.28  -0.141
N -1.09 -0.65 0.94  -0.140
O 1.79 0.24 1.18  -0.475
O -1.78 1.61 0.08  -0.538
O -2.13 -0.26 -1.46  -0.531
S -1.50 0.30 -0.31  1.074
H 1.23 2.45 -0.32  0.298
H 1.76 1.39 -1.74  0.321
H 2.85 1.91 -0.50  0.313
H -1.19 -2.25 -0.24  0.396
H -0.11 -2.40 0.99  0.288
H -1.86 -2.48 1.37  0.320

---

14.
Molecular formula: C3H6N2O3S
Method: DFT, the ωB97M-V functional and the def2-TZVPD basis

* LUMO (alpha / beta): -1.7 / -2.9 eV
* highest occupied orbital energy (alpha / beta): -10.4 / -9.0 eV
* F_max: 0.1386 Eh/bohr
* energy: -23161.21638 eV
* energy relative to the best compared isomer or geometry (same formula, charge and spin): 4.751 eV

Last column: Mulliken charge in e.
Cartesian coordinates (Å):
C 0.01 0.30 0.02  0.758
C 0.40 0.30 -1.48  -0.519
C -0.30 -1.04 -1.54  -0.393
N -0.49 -0.89 -0.08  -0.377
N -0.19 1.23 3.99  -0.512
O 0.18 1.10 0.92  -0.611
O -1.76 -0.53 3.19  -0.499
O 0.63 -1.15 3.63  -0.509
S -0.36 -0.25 3.10  1.002
H 0.21 1.01 -2.21  0.371
H 1.46 0.18 -1.41  0.180
H -1.16 -1.02 -2.21  0.299
H 0.43 -1.81 -1.72  0.246
H -1.08 1.74 3.80  0.301
H 0.55 1.76 3.90  0.261

---

15.
Molecular formula: C3H6N2O3S2
Method: DFT, the ωB97M-V functional and the def2-TZVPD basis

* LUMO: 0.3 eV
* highest occupied orbital energy: -9.9 eV
* F_max: 0.0779 Eh/bohr
* energy: -33999.02965 eV
* energy relative to the best compared isomer or geometry (same formula, charge and spin): 0.642 eV

Last column: Mulliken charge in e.
Cartesian coordinates (Å):
C -0.20 -0.40 0.45  0.575
C 0.20 1.69 1.46  -0.544
C 0.65 2.04 0.01  -0.479
N 0.18 0.21 1.61  -0.276
N -1.04 -1.40 -2.40  -0.560
O -0.54 -1.58 0.36  -0.519
O 1.31 -1.79 -1.38  -0.539
O -0.39 -3.59 -1.31  -0.554
S -0.33 0.61 -0.96  0.022
S -0.07 -2.20 -1.51  1.014
H 0.93 1.97 2.29  0.257
H -0.80 1.91 1.67  0.367
H 0.18 2.99 -0.24  0.354
H 1.81 1.98 -0.06  0.296
H -0.19 -0.21 2.49  0.316
H -1.69 -2.22 -2.50  0.269

---

16.
Molecular formula: C3H6N2O4
Method: DFT, the ωB97M-V functional and the def2-TZVPD basis

* LUMO (alpha / beta): -1.1 / -1.1 eV
* highest occupied orbital energy (alpha / beta): -9.4 / -9.4 eV
* F_max: 0.1202 Eh/bohr
* energy: -14371.04464 eV
* energy relative to the best compared isomer or geometry (same formula, charge and spin): 8.981 eV

Last column: Mulliken charge in e.
Cartesian coordinates (Å):
C 1.35 1.14 -0.04  0.779
C 2.40 -0.97 0.72  -0.694
C -2.52 -0.74 -0.57  -0.567
N 0.28 1.93 -0.21  -0.403
N -1.37 1.23 0.03  0.680
O 2.44 1.58 -0.38  -0.571
O -2.26 1.99 -0.04  -0.459
O 1.22 -0.20 0.41  -0.352
O -1.29 -0.04 -0.16  -0.092
H 3.31 -0.28 0.67  0.294
H 2.41 -1.70 0.00  0.287
H 2.28 -1.35 1.67  0.262
H -3.04 -1.18 0.19  0.310
H -2.13 -1.47 -1.27  0.246
H -3.10 0.08 -1.03  0.281

---

17.
Molecular formula: C3H6N2OS
Method: DFT, the ωB97M-V functional and the def2-TZVPD basis

* LUMO: 0.1 eV
* highest occupied orbital energy: -7.9 eV
* F_max: 0.0763 Eh/bohr
* energy: -19067.38915 eV
* SMILES string: CC1=NSN(C)O1
* energy relative to the best compared isomer or geometry (same formula, charge and spin): 4.778 eV

Last column: Mulliken charge in e.
Cartesian coordinates (Å):
C -1.36 1.89 -0.22  -0.870
C -0.11 1.01 -0.20  0.658
N 0.97 1.37 0.37  -0.371
S 2.21 0.35 0.37  0.028
N 0.90 -1.03 -0.58  -0.403
C 0.62 -2.19 0.26  -0.598
O -0.22 -0.27 -0.63  -0.121
H -1.33 2.59 -1.04  0.244
H -1.12 2.50 0.66  0.314
H -2.24 1.18 -0.31  0.266
H 1.48 -2.68 0.47  0.338
H 0.08 -1.88 1.25  0.265
H 0.12 -2.86 -0.40  0.251

---

18.
Molecular formula: C3H6N2OS
Method: DFT, the ωB97M-V functional and the def2-TZVPD basis

* LUMO: -0.2 eV
* highest occupied orbital energy: -9.0 eV
* F_max: 0.0912 Eh/bohr
* energy: -19070.13223 eV
* SMILES string: NCC(=O)NC=S
* energy relative to the best compared isomer or geometry (same formula, charge and spin): 2.034 eV

Last column: Mulliken charge in e.
Cartesian coordinates (Å):
N -1.47 -0.62 -0.20  -0.625
C -0.92 0.77 0.05  -0.477
C 0.41 0.86 -0.54  0.466
O 0.73 1.93 -1.10  -0.588
N 1.38 -0.17 -0.41  -0.118
C 1.42 -1.02 0.78  -0.143
S 2.67 -1.90 1.26  -0.261
H -1.79 -0.56 -1.26  0.281
H -2.35 -0.60 0.30  0.241
H -1.08 0.95 1.17  0.284
H -1.66 1.52 -0.38  0.342
H 2.27 0.12 -0.77  0.291
H 0.37 -1.27 1.10  0.307